1.
Molecular formula: C5H8N2O
Method: DFT, ωB97M-V with the def2-TZVPD basis set

The calculation puts the HOMO-LUMO gap (spin up / spin down) at 8.8 / 7.9 eV. For the LUMO energy (spin up / spin down), the calculation gives -0.04 / -0.48 eV.

Element x y z (Å)
N (-0.700748, 1.152812, -0.807748)
C (-1.053770, -0.161717, -0.700081)
C (0.392128, -0.613579, -0.230412)
C (0.692059, 0.886424, -0.124770)
C (0.538778, -1.342996, 1.012910)
C (0.815017, 1.414544, 1.221832)
O (1.074791, -1.218751, -1.320156)
N (-2.030120, -0.923627, -0.954315)
H (0.466204, -1.853248, -1.720009)
H (-1.298131, 1.933167, -0.574161)
H (-2.824502, -0.421022, -1.352126)
H (1.492683, 1.154699, -0.811573)
H (0.166089, -0.961282, 1.947523)
H (0.805748, -2.390510, 0.968344)
H (0.928612, 2.484963, 1.347450)
H (0.535164, 0.860123, 2.097293)

Atoms 1-6, force components in eV/Å:
N 1.205 0.316 0.655
C 0.481 -1.433 0.242
C -0.829 0.190 -0.671
C -0.807 0.168 -1.040
C -0.122 -0.934 0.272
C -0.050 0.949 0.237

2.
Molecular formula: C5H8N2O2S
Method: DFT, ωB97M-V with the def2-TZVPD basis set

As for the spin multiplicity: 3. The calculation puts the HOMO-LUMO gap (spin up / spin down) at 7.6 / 9.2 eV. For the LUMO energy (spin up / spin down), the calculation gives 0.79 / -1.40 eV. Its expectation value of S² is 2.01.

Element x y z (Å)
C (-0.589888, 0.444723, 0.711520)
C (1.573360, 1.352318, 0.385036)
C (1.199379, 0.792087, -1.011429)
C (0.724771, 0.121925, 0.250806)
C (1.132005, -1.300449, 0.676304)
N (-1.581774, 1.005832, 1.027969)
N (-1.536261, -1.514836, -0.608955)
O (-3.233305, 0.758622, -1.175120)
O (-2.681093, -1.273974, 0.115457)
S (-3.364420, 0.194403, 0.154534)
H (2.547135, 1.277072, 0.579637)
H (1.250667, 2.307499, 0.854442)
H (0.506260, 1.322604, -1.494622)
H (1.762167, 0.171748, -1.686552)
H (0.514418, -1.956221, 0.282124)
H (1.217269, -1.516896, 1.805700)
H (2.095423, -1.386729, 0.391856)
H (-1.536109, -0.799728, -1.258709)

Atoms 1-6, force components in eV/Å:
C -2.615 2.719 0.552
C -1.694 0.538 -1.584
C 0.887 -1.003 2.511
C -0.353 -0.884 1.844
C 1.037 3.745 4.068
N 4.232 -0.747 0.428

3.
Molecular formula: C5H8N2O3
Method: DFT, ωB97M-V with the def2-TZVPD basis set

The calculation puts the HOMO-LUMO gap at 10.3 eV. For the LUMO energy, the calculation gives 0.49 eV. The structure (SMILES) is O=c1cc[nH]c(=O)[nH]1.CO.

Element x y z (Å)
O (4.036625, -0.780355, 0.327545)
C (2.901786, -0.309717, 0.183209)
C (2.558919, 1.118204, 0.111937)
C (1.256889, 1.383349, 0.006322)
N (0.248812, 0.440203, -0.155262)
C (0.511567, -0.903105, -0.017547)
O (-0.378819, -1.743678, -0.069374)
N (1.843982, -1.193742, -0.060096)
H (3.378930, 1.894068, 0.110349)
H (0.848725, 2.365729, -0.145254)
H (-0.691588, 0.702094, -0.319530)
H (2.170721, -2.185124, -0.020553)
C (-3.384305, 0.001629, -0.107042)
O (-2.343326, -0.094949, 0.830421)
H (-4.259866, 0.514507, 0.385761)
H (-3.088289, 0.483452, -0.970802)
H (-3.853951, -0.983255, -0.334000)
H (-1.756815, -0.709315, 0.243921)

Atoms 1-6, force components in eV/Å:
O -1.782 0.825 -0.109
C 2.257 -0.257 -0.371
C 0.907 -0.152 0.338
C -1.192 0.456 -1.182
N 2.277 -0.263 0.819
C -0.646 -0.252 -1.524

4.
Molecular formula: C5H8N2O3S
Method: DFT, ωB97M-V with the def2-TZVPD basis set

The calculation puts the HOMO-LUMO gap at 10.0 eV. For the LUMO energy, the calculation gives 0.55 eV.

Element x y z (Å)
C (-1.308803, -0.754756, 1.873204)
C (-0.720567, -1.471933, 0.948673)
C (-0.494631, 0.464579, 0.334594)
C (0.427352, -1.108245, -1.275431)
C (0.196047, 2.264989, -0.498387)
N (-1.137962, 0.558874, 1.455938)
N (-0.227305, -0.759156, -0.071731)
O (2.220051, 0.819761, 0.465220)
O (2.627204, 3.241605, 0.224971)
O (1.169454, 2.470257, 2.037706)
S (1.730380, 2.171000, 0.575629)
H (-1.677139, -0.970966, 2.894123)
H (-0.449476, -2.519564, 1.101215)
H (-0.149661, -1.767898, -1.867282)
H (0.957442, -0.284199, -1.671274)
H (1.361442, -1.704959, -1.111493)
H (-0.612699, 3.001322, -0.175549)
H (0.457960, 2.253230, -1.487992)
H (0.645187, 1.758595, 2.400087)

Atoms 1-6, force components in eV/Å:
C -0.341 2.476 1.705
C 0.918 -6.256 0.239
C 0.091 5.985 -1.478
C 2.646 -2.039 0.848
C -1.783 -2.935 5.943
N -0.011 1.050 0.095

5.
Molecular formula: C5H8N2OS
Method: DFT, ωB97M-V with the def2-TZVPD basis set

The calculation puts the HOMO-LUMO gap at 8.2 eV. For the LUMO energy, the calculation gives -0.60 eV.

Element x y z (Å)
C (0.893625, 1.548453, 0.109424)
C (-0.474150, 1.208698, 0.083321)
C (1.964738, 0.799248, -0.204494)
C (2.918250, -1.083140, -1.101177)
C (-2.524614, -1.387278, 0.939948)
N (2.011593, -0.525568, -0.444077)
N (-0.885254, 0.166434, -0.495731)
O (-3.173308, 1.042373, 0.248781)
S (-2.508372, -0.091024, -0.430714)
H (0.969746, 2.664023, 0.360649)
H (-1.314397, 1.859409, 0.491356)
H (3.004486, 1.290263, -0.247190)
H (3.557813, -0.644324, -1.858229)
H (2.946173, -2.210487, -1.207503)
H (-1.520715, -1.922339, 0.984230)
H (-3.391903, -1.988822, 0.996308)
H (-2.473711, -0.725925, 1.775092)

Atoms 1-6, force components in eV/Å:
C 0.997 2.832 0.398
C -2.219 0.390 0.308
C 1.899 2.375 -0.093
C -0.308 -2.296 -1.713
C 3.272 0.696 -0.678
N -0.551 -1.372 0.920

6.
Molecular formula: C5H8N2OS
Method: DFT, ωB97M-V with the def2-TZVPD basis set

The calculation puts the HOMO-LUMO gap at 8.7 eV. For the LUMO energy, the calculation gives 0.45 eV. The structure (SMILES) is C=[S@@H](=O)c1cn(C)cn1.

Element x y z (Å)
C (-1.999444, 3.072030, 1.108315)
S (-1.098678, 1.947449, 0.190247)
O (0.092969, 2.517494, -0.403584)
C (-0.541350, 0.236347, 0.411542)
C (0.376109, -0.255442, -0.737170)
N (0.877873, -1.349059, -0.321560)
C (1.723372, -2.165261, -1.152530)
C (0.407561, -1.633531, 0.977256)
N (-0.363311, -0.691304, 1.357788)
H (-1.420059, 3.368836, 2.042647)
H (-2.879631, 2.499379, 1.500050)
H (-1.950074, 2.047030, -0.931241)
H (0.479743, 0.143057, -1.675451)
H (2.467711, -2.531253, -0.465031)
H (1.137155, -3.015965, -1.414666)
H (1.922820, -1.614995, -2.042731)
H (0.767234, -2.574811, 1.556120)

Atoms 1-6, force components in eV/Å:
C 0.619 -1.481 1.997
S -1.254 1.988 -1.205
O 1.160 0.287 0.197
C 3.330 -1.730 -4.089
C -4.578 3.485 4.018
N 0.360 -2.083 1.366

Calculated total energy, -379.900151 -853.217353 -530.567542 -928.620891 -778.135597 -778.047729 Eh (same order as the records).